(1)
10
Properties=species:S:1:pos:R:3:forces:R:3:nbo_charge:R:1 method="wB97M-V/def2-TZVPD" total_charge=-1 gap_ev="6.13 / 5.37" multiplicity=5 molar_mass_g_mol=164.9
O 0.631465 0.047619 1.831771 -0.85 -0.62 0.27 -0.90
O -1.983378 -2.419702 0.414421 0.44 1.27 -0.01 -0.90
C 1.027804 0.989966 1.021200 1.40 0.34 -0.12 0.07
O 1.546289 1.715063 -1.230869 0.05 0.10 -0.24 -0.71
C 0.908045 0.817109 -0.388838 -1.67 0.24 0.29 -0.07
C -0.250897 0.192696 -0.752877 0.61 -1.09 -0.65 -0.02
C -1.200472 -0.648267 -0.834331 -0.03 0.26 0.93 -0.39
C -2.126134 -1.666802 -0.740731 0.49 -0.40 0.40 0.07
H 2.104914 2.250348 -0.651026 -0.05 -0.01 0.24 0.47
Fe -0.657636 -1.278029 1.331281 -0.37 -0.09 -1.12 1.37

***

(2)
9
Properties=species:S:1:pos:R:3:forces:R:3:nbo_charge:R:1 method="wB97M-V/def2-TZVPD" total_charge=-1 gap_ev="6.14 / 6.14" multiplicity=1 molar_mass_g_mol=109.1
C 1.357049 -0.356393 -0.019868 -0.49 0.23 0.05 -0.05
C -0.531815 0.996553 -0.010587 -0.33 -1.14 -0.05 -0.19
C 0.960056 0.981934 -0.001806 -0.03 0.33 -0.01 0.21
C -0.785123 -0.403288 -0.041668 2.06 0.69 -0.01 -0.14
C -2.074714 -0.613497 0.012941 -3.00 0.72 0.12 0.74
O 1.676158 2.011111 0.018506 0.53 0.39 0.02 -0.78
O -3.253344 -0.564365 0.060313 1.92 -0.68 -0.09 -0.48
O 0.311918 -1.260408 -0.045941 -0.72 -0.44 0.01 -0.47
H 2.339811 -0.791647 0.028114 0.04 -0.10 -0.05 0.18

***

Please write out number 1 again, unchanged.
10
Properties=species:S:1:pos:R:3:forces:R:3:nbo_charge:R:1 method="wB97M-V/def2-TZVPD" total_charge=-1 gap_ev="6.13 / 5.37" multiplicity=5 molar_mass_g_mol=164.9
O 0.631465 0.047619 1.831771 -0.85 -0.62 0.27 -0.90
O -1.983378 -2.419702 0.414421 0.44 1.27 -0.01 -0.90
C 1.027804 0.989966 1.021200 1.40 0.34 -0.12 0.07
O 1.546289 1.715063 -1.230869 0.05 0.10 -0.24 -0.71
C 0.908045 0.817109 -0.388838 -1.67 0.24 0.29 -0.07
C -0.250897 0.192696 -0.752877 0.61 -1.09 -0.65 -0.02
C -1.200472 -0.648267 -0.834331 -0.03 0.26 0.93 -0.39
C -2.126134 -1.666802 -0.740731 0.49 -0.40 0.40 0.07
H 2.104914 2.250348 -0.651026 -0.05 -0.01 0.24 0.47
Fe -0.657636 -1.278029 1.331281 -0.37 -0.09 -1.12 1.37